Computed, not measured: one molecule with the formula C2H5N3S2, with the ωB97M-V functional and the def2-TZVPD basis.

Calculated values
total energy = -28293.8253 eV
max |F| = 2.67 eV/Å
E_LUMO = -0.4 eV
orbital gap = 8.428 eV

Each line ends with the natural charge from an NBO analysis.
Positions of all 12 atoms, in Å:
C  -0.274  0.395  0.964  0.223
C  2.430  -0.327  -0.892  -0.513
H  -3.021  1.182  -0.132  0.372
H  -2.690  -0.350  0.243  0.348
H  0.565  0.635  1.653  0.196
H  -0.706  -0.930  -0.485  0.417
H  1.872  0.581  -1.115  0.205
N  -2.231  0.479  -0.113  -0.713
N  -1.349  1.068  0.860  -0.313
N  -0.033  -0.775  0.244  -0.812
S  1.470  -1.468  0.104  0.525
S  3.969  -0.490  -1.331  0.066

Computed, not measured: one molecule with the formula C3H3NO2S, with the ωB97M-V functional and the def2-TZVPD basis.

Calculated values
total energy = -19578.0821 eV
max |F| = 2.13 eV/Å
E_LUMO = 0.4 eV
orbital gap = 10.199 eV

Each line ends with the natural charge from an NBO analysis.
Positions of all 10 atoms, in Å:
C  0.629  0.263  -0.021  0.055
C  -0.329  0.636  -0.854  -0.429
C  -1.526  -0.110  -0.517  0.732
H  2.670  -0.291  0.852  0.147
H  -0.399  1.319  -1.685  0.258
H  0.146  -0.528  1.763  0.375
N  0.257  -0.850  0.787  -0.297
O  -2.641  -0.175  -0.976  -0.549
O  -1.088  -1.094  0.422  -0.367
S  2.281  0.830  0.229  0.075

Computed, not measured: a 2-piece molecular cluster, CH2N2O3P overall, with the ωB97M-V functional and the def2-TZVPD basis.

Calculated values
total energy = -19479.2159 eV
charge = -1
multiplicity = 3
max |F| = 4.25 eV/Å
E_LUMO (spin up / spin down) = 4.2 / 2.7 eV
orbital gap (spin up / spin down) = 6.458 / 8.705 eV

Each line ends with the natural charge from an NBO analysis.
Positions of all 9 atoms, in Å:
C  0.438  1.992  0.426  0.115
N  0.340  3.126  0.241  -0.393
N  0.722  -0.871  1.149  -0.188
O  -1.645  -0.176  -0.307  -1.136
O  -0.657  -1.574  -2.166  -1.146
O  0.837  -1.170  -0.193  -0.681
P  -0.490  -0.719  -1.027  1.945
H  0.048  -1.571  1.491  0.283
H  0.407  0.964  0.386  0.200

Computed, not measured: a 2-piece molecular cluster, C6H11P overall, with the ωB97M-V functional and the def2-TZVPD basis.

Calculated values
total energy = -15681.9875 eV
max |F| = 7.08 eV/Å
E_LUMO = 0.4 eV
orbital gap = 8.120 eV

Each line ends with the natural charge from an NBO analysis.
Positions of all 18 atoms, in Å:
C  -0.247  -0.348  -1.102  -0.347
C  -1.704  0.290  1.329  -0.836
C  0.225  0.926  -1.024  -0.459
C  0.073  0.133  1.290  -0.388
C  2.116  -0.721  -0.079  -0.600
C  0.742  -0.094  -0.084  -0.108
P  -2.203  -0.223  -0.241  0.810
H  -0.421  1.615  -0.470  0.228
H  0.131  -1.096  -1.849  0.238
H  0.898  1.344  -1.709  0.220
H  0.394  -0.724  1.894  0.204
H  -1.760  1.769  1.367  0.166
H  0.401  1.105  1.779  0.210
H  2.803  -0.052  0.454  0.219
H  2.228  -1.711  0.272  0.220
H  2.553  -0.777  -1.067  0.212
H  -3.546  0.111  -0.837  0.042
H  -2.682  -1.547  0.076  -0.031

Computed, not measured: an isolated ion of composition C2H5O3S and charge -1, with the ωB97M-V functional and the def2-TZVPD basis.

Calculated values
total energy = -19133.1896 eV
charge = -1
max |F| = 4.86 eV/Å
E_LUMO = 4.2 eV
orbital gap = 7.348 eV

Each line ends with the natural charge from an NBO analysis.
Positions of all 11 atoms, in Å:
C  1.225  -0.468  -0.511  -0.651
C  0.212  0.002  0.561  -0.100
O  -2.357  -1.091  0.658  -1.056
O  -1.924  0.947  -0.692  -1.065
O  0.191  1.377  0.612  -0.782
S  -1.525  -0.457  -0.390  1.414
H  0.838  -0.099  -1.408  0.212
H  2.287  0.012  -0.349  0.174
H  1.485  -1.527  -0.346  0.200
H  0.233  -0.413  1.639  0.155
H  -0.665  1.718  0.227  0.499

Computed, not measured: one molecule with the formula C4H6N4, with the ωB97M-V functional and the def2-TZVPD basis.

Calculated values
total energy = -10202.6890 eV
max |F| = 4.24 eV/Å
E_LUMO = 0.9 eV
orbital gap = 9.856 eV

Each line ends with the natural charge from an NBO analysis.
Positions of all 14 atoms, in Å:
C  0.432  -0.749  1.328  0.036
C  -0.301  -1.356  0.161  -0.492
C  0.599  1.991  -0.729  -0.120
C  -0.698  -0.067  -0.574  -0.016
N  0.430  0.519  1.348  -0.232
N  0.678  1.164  -1.853  -0.128
N  0.050  0.126  -1.819  -0.095
N  -0.344  1.021  0.342  -0.289
H  0.933  -1.317  2.090  0.201
H  0.349  -1.996  -0.438  0.240
H  -1.171  -1.931  0.474  0.233
H  1.552  2.184  -0.249  0.226
H  0.033  2.898  -0.910  0.221
H  -1.757  -0.025  -0.841  0.216

Computed, not measured: a 4-piece molecular cluster, C38H64FN3O21P3 overall, with the ωB97M-V functional and the def2-TZVPD basis.

Calculated values
total energy = -118488.4454 eV
charge = +1
max |F| = 8.28 eV/Å
E_LUMO = -4.2 eV
orbital gap = 6.227 eV

Each line ends with the Mulliken charge.
Positions of all 130 atoms, in Å:
C  -4.148  1.062  1.533  -1.654
C  -2.844  0.653  2.210  -0.325
C  -1.673  1.668  2.059  -0.141
F  -1.909  2.641  1.122  -0.400
C  -0.428  0.878  1.713  1.128
C  -0.324  0.303  0.453  -0.198
O  -1.295  0.519  -0.500  -0.584
C  -0.920  1.625  -1.311  0.560
O  0.221  1.955  -1.361  -0.552
C  -1.959  2.367  -2.065  0.388
C  -3.223  2.678  -1.590  0.013
C  -4.126  3.396  -2.357  -1.003
C  -3.785  3.807  -3.637  -0.752
C  -2.512  3.519  -4.106  -0.852
C  -1.606  2.814  -3.336  -0.857
C  0.750  -0.503  0.123  1.362
C  0.836  -1.230  -1.198  -0.169
O  1.012  -2.418  -1.123  -0.577
O  0.672  -0.599  -2.343  -0.162
C  0.664  -1.514  -3.475  -0.484
C  0.432  -0.770  -4.789  -0.913
C  -0.375  0.523  -4.671  0.581
C  -1.320  0.734  -5.854  -0.999
N  -2.609  0.048  -5.699  -0.553
C  1.767  -0.679  1.079  0.704
C  2.936  -1.570  0.722  -0.991
N  3.668  -1.078  -0.437  -0.167
C  4.141  -2.128  -1.324  -1.000
C  1.659  -0.059  2.314  0.145
C  2.773  -0.292  3.326  -1.922
O  3.969  0.394  2.985  -0.243
C  3.808  1.692  2.538  0.895
C  3.600  2.798  3.534  -1.169
O  3.879  1.919  1.374  -0.456
N  0.572  0.707  2.610  0.505
C  0.461  1.365  3.926  -0.758
C  -0.416  0.534  4.864  0.218
O  -1.525  0.849  5.133  -0.503
O  0.209  -0.565  5.352  -0.221
C  -0.424  -1.818  5.028  0.213
C  -0.010  -2.423  3.734  0.889
O  -1.182  -2.301  5.781  -0.464
H  -4.944  0.410  1.879  0.502
H  -4.065  0.861  0.470  0.417
H  -4.400  2.109  1.662  0.363
H  -2.560  -0.315  1.802  0.136
H  -3.047  0.495  3.265  0.526
H  -1.607  2.165  3.018  0.665
H  -3.537  2.391  -0.609  0.573
H  -5.106  3.608  -1.959  0.457
H  -4.484  4.357  -4.248  0.661
H  -2.220  3.856  -5.089  0.439
H  -0.631  2.641  -3.759  0.898
H  -0.102  -2.271  -3.363  0.443
H  1.645  -1.972  -3.525  0.216
H  -0.154  -1.449  -5.412  0.433
H  1.363  -0.606  -5.324  0.308
H  -0.919  0.603  -3.732  -0.465
H  0.343  1.344  -4.664  0.483
H  -0.798  0.356  -6.732  0.448
H  -1.484  1.798  -6.022  0.214
H  -2.737  -0.226  -4.733  0.217
H  -2.607  -0.797  -6.253  0.315
H  2.511  -2.555  0.522  -0.356
H  3.642  -1.702  1.536  0.818
H  3.173  -0.357  -0.939  0.498
H  5.167  -2.420  -1.103  0.298
H  4.134  -1.791  -2.359  0.406
H  3.536  -3.038  -1.285  0.251
H  3.012  -1.348  3.306  -0.288
H  2.460  -0.097  4.348  0.882
H  2.731  3.371  3.220  0.278
H  4.436  3.488  3.531  0.420
H  3.438  2.393  4.530  0.331
H  0.068  2.363  3.807  0.705
H  1.434  1.469  4.382  0.274
H  -0.378  -1.849  2.884  -0.267
H  -0.459  -3.404  3.639  0.620
H  1.069  -2.542  3.680  -0.700
C  3.934  -1.486  7.282  -0.482
O  5.093  -2.252  6.972  -0.416
P  5.076  -3.523  5.979  0.852
O  3.755  -3.511  5.294  -0.285
O  5.221  -4.584  7.168  -0.381
C  4.088  -4.892  7.976  -0.568
O  6.023  -4.461  5.056  -0.310
C  6.614  -3.863  3.880  -0.580
H  4.135  -0.436  7.064  0.253
H  3.049  -1.802  6.735  0.143
H  3.758  -1.589  8.352  0.331
H  3.157  -4.769  7.422  0.228
H  4.078  -4.260  8.865  0.231
H  4.183  -5.929  8.289  0.268
H  7.145  -2.944  4.126  0.335
H  5.843  -3.655  3.136  0.135
H  7.325  -4.576  3.473  0.269
C  2.849  -9.014  0.351  -0.722
O  3.272  -7.648  0.354  -0.385
P  2.256  -6.424  0.546  0.849
O  0.960  -6.980  0.992  -0.730
O  2.314  -5.937  -0.982  -0.215
C  1.563  -6.650  -1.959  -0.793
O  2.245  -4.875  1.039  0.124
C  2.564  -4.610  2.418  -0.151
H  3.422  -9.562  1.097  0.257
H  1.790  -9.136  0.557  0.355
H  3.083  -9.417  -0.634  0.269
H  0.676  -7.111  -1.522  0.394
H  2.186  -7.415  -2.428  0.259
H  1.257  -5.937  -2.721  0.223
H  3.507  -5.065  2.715  0.556
H  1.764  -4.976  3.063  0.414
H  2.651  -3.534  2.533  -0.685
C  -8.532  10.027  -6.189  -0.602
O  -7.369  9.536  -6.851  -0.467
P  -6.696  8.064  -6.588  1.076
O  -7.871  7.499  -5.832  -0.720
O  -5.467  8.535  -5.687  -0.300
C  -5.741  9.089  -4.403  -0.628
O  -6.039  6.545  -6.827  -0.167
C  -6.558  5.770  -7.924  -0.746
H  -9.262  10.331  -6.939  0.259
H  -8.988  9.304  -5.525  0.329
H  -8.225  10.910  -5.626  0.246
H  -6.664  8.687  -3.987  0.345
H  -5.805  10.176  -4.469  0.230
H  -4.907  8.829  -3.755  0.267
H  -6.508  6.322  -8.861  0.318
H  -7.591  5.485  -7.719  0.343
H  -5.947  4.876  -8.014  0.224

> Number 4 is which compound?

C6H11P